Record 1
Density functional theory data (wB97M-V/def2-TZVPD) for a 5-piece molecular cluster, C20H38O10 overall at a distorted geometry.

SMILES: CCOC(C)=O.CCOC(C)=O.CCOC(C)=O.CCOC(C)=O.O=C1CCCO1
HOMO-LUMO gap in eV: 10.56
HOMO in eV: -10.11

XYZ file:
```
68
C20H38O10 | OMol25 | wB97M-V/def2-TZVPD
C -1.2137 -0.2890 4.7372
C -1.1692 -0.6330 3.2555
O -1.5690 -2.0189 3.1104
C -1.2634 -2.6034 1.9485
C -1.7592 -4.0321 1.9083
O -0.5935 -2.0826 1.0885
H -0.3629 -0.7119 5.2642
H -2.1589 -0.6078 5.1727
H -1.1963 0.8006 4.8071
H -1.8996 -0.0192 2.7290
H -0.1677 -0.5436 2.8490
H -1.2807 -4.5768 1.1034
H -2.8470 -3.9957 1.8595
H -1.4810 -4.5152 2.8459
C 4.1697 1.0269 -2.0245
C 4.2297 1.3889 -0.5586
O 3.7929 0.2830 0.2528
C 3.4939 0.5407 1.5331
C 2.8023 -0.6244 2.1912
O 3.7226 1.5885 2.0781
H 4.7249 0.1276 -2.2988
H 4.7665 1.7905 -2.5407
H 3.1727 1.0695 -2.4545
H 5.2427 1.7014 -0.3022
H 3.5647 2.2321 -0.3680
H 3.5753 -1.3015 2.5600
H 2.0691 -1.1258 1.5655
H 2.2872 -0.2399 3.0729
C -0.1479 0.9433 0.1466
C -0.7638 2.3372 0.1704
O -0.0176 3.2299 0.9942
C 1.0530 3.8793 0.5374
C 1.5327 4.8346 1.6090
O 1.5481 3.7675 -0.5497
H 0.3575 0.7713 1.0955
H 0.6258 0.9031 -0.6246
H -0.9035 0.1915 -0.0553
H -0.9277 2.7337 -0.8342
H -1.7633 2.2736 0.6062
H 0.7157 5.5288 1.8008
H 2.3904 5.3720 1.2141
H 1.8084 4.3035 2.5155
C -3.1381 -1.7399 -1.0469
C -3.9843 -0.5176 -0.8446
O -3.7161 0.3522 -1.9590
C -4.4181 1.4927 -1.9976
C -4.2671 2.2127 -3.3052
O -5.1266 1.8510 -1.0878
H -2.0960 -1.4463 -1.1050
H -3.3722 -2.2360 -1.9944
H -3.3179 -2.5041 -0.2913
H -5.0469 -0.7073 -0.6914
H -3.6620 0.0443 0.0410
H -4.9141 3.0833 -3.2378
H -4.5847 1.5571 -4.1112
H -3.2400 2.5415 -3.4510
O 0.9524 0.0162 -3.5585
C 1.2120 -1.0582 -3.1020
C 0.4144 -1.8748 -2.1127
C 1.3373 -3.0426 -1.7440
C 2.4671 -2.9816 -2.7978
O 2.3145 -1.7405 -3.4950
H 0.1964 -1.2430 -1.2598
H -0.4989 -2.1839 -2.6179
H 1.7252 -2.8776 -0.7414
H 0.7699 -3.9707 -1.7353
H 3.4071 -2.9281 -2.2522
H 2.4267 -3.7974 -3.5128
```



Record 2
Density functional theory data (wB97M-V/def2-TZVPD) for a 5-piece molecular cluster, C20H38O17 overall at a distorted geometry.

SMILES: O=C1OC[C@H](COO)O1.CCOC(=O)OC.CCOC(=O)OC.CCOC(=O)OC.CCOC(=O)OC
ΔE to the lowest compared entry with this formula, charge and spin in kJ/mol: 82.00
HOMO-LUMO gap in eV: 10.87
HOMO in eV: -10.64

XYZ file:
```
75
C20H38O17 | OMol25 | wB97M-V/def2-TZVPD
O 3.6471 0.8966 -0.6331
C 2.7757 0.1909 -1.0817
O 2.6506 -1.1440 -0.8880
C 1.4866 -1.5560 -1.6192
C 0.6786 -0.2946 -1.5184
C -0.5877 -0.1546 -2.3011
O -1.6055 -1.0110 -1.8307
O -1.9029 -0.6696 -0.4758
O 1.7285 0.6372 -1.8610
H 1.0414 -2.4813 -1.2901
H 1.8211 -1.6859 -2.6452
H 0.5237 -0.1298 -0.4552
H -0.4137 -0.4036 -3.3401
H -0.9037 0.8839 -2.2855
H -1.5419 -1.4097 0.0219
C 6.5079 0.2087 0.8124
C 7.7975 -0.3310 0.2340
O 8.1690 -1.5861 0.8288
C 7.5065 -2.6449 0.3779
O 6.6965 -2.6561 -0.5113
O 7.9102 -3.7116 1.0686
C 7.2500 -4.9221 0.6966
H 6.5876 0.2867 1.8980
H 6.2932 1.1943 0.4037
H 5.6674 -0.4408 0.5824
H 8.6232 0.3415 0.4575
H 7.7399 -0.4427 -0.8482
H 7.3536 -5.1102 -0.3699
H 6.1978 -4.8744 0.9686
H 7.7267 -5.7214 1.2554
C -2.4582 7.1355 -1.6830
C -2.0244 6.4607 -2.9665
O -1.7705 5.0596 -2.7784
C -2.8489 4.2899 -2.6994
O -3.9919 4.6480 -2.8085
O -2.4492 3.0374 -2.4877
C -3.5125 2.0941 -2.3238
H -1.7226 6.9623 -0.8971
H -2.5565 8.2092 -1.8400
H -3.4159 6.7490 -1.3384
H -1.0775 6.8720 -3.3091
H -2.7574 6.5960 -3.7611
H -4.2014 2.1260 -3.1649
H -4.0493 2.2826 -1.3956
H -3.0545 1.1132 -2.2748
C -8.4417 5.1664 -2.5767
C -7.2666 4.4488 -1.9473
O -7.3757 4.3980 -0.5139
C -8.2335 3.5044 -0.0365
O -8.8799 2.7191 -0.6782
O -8.2317 3.6012 1.2941
C -9.1465 2.7198 1.9474
H -8.5506 6.1628 -2.1465
H -8.2872 5.2635 -3.6510
H -9.3720 4.6255 -2.4098
H -6.3438 4.9859 -2.1457
H -7.1529 3.4397 -2.3418
H -8.9799 1.6895 1.6419
H -10.1727 3.0101 1.7286
H -8.9584 2.8210 3.0119
C 2.6805 -7.2922 5.9321
C 3.8808 -6.4134 5.6538
O 4.3240 -6.5221 4.2923
C 3.5921 -5.8630 3.4003
O 2.6365 -5.1718 3.6314
O 4.1186 -6.0821 2.1947
C 3.3955 -5.4717 1.1217
H 2.8972 -8.3263 5.6620
H 2.4258 -7.2532 6.9908
H 1.8144 -6.9680 5.3577
H 4.7316 -6.7348 6.2506
H 3.6791 -5.3693 5.8903
H 3.2668 -4.4058 1.2956
H 2.4255 -5.9515 1.0010
H 3.9907 -5.6244 0.2263
```



Record 3
Density functional theory data (wB97M-V/def2-TZVPD) for C20H39AlBr3FN3O9Si as an isolated structure at a distorted geometry.

ΔE to the lowest compared entry with this formula, charge and spin in kJ/mol: 140.64
Charge: -1
HOMO-LUMO gap in eV: 1.75
HOMO in eV: -4.24

XYZ file:
```
77
C20H39AlBr3FN3O9Si | OMol25 | wB97M-V/def2-TZVPD
N -4.5346 0.3212 -1.3572
C -3.4759 -0.2219 -1.8351
C -3.2935 -1.7325 -2.2026
Si -3.6102 -2.9429 -0.7697
C -2.5036 -2.6741 0.7529
C -2.4679 -1.1502 1.2522
C -1.1535 -0.5310 0.6606
N -0.9681 0.9164 0.9851
C 0.4819 1.1525 1.0415
C 0.9268 2.6002 0.6664
C 2.1801 3.0861 1.2532
C 2.7683 4.3886 0.9956
C 2.0720 5.3000 0.0880
C 0.8120 4.8447 -0.5186
C 0.2417 3.5148 -0.2412
O -0.9279 3.1262 -0.8784
H -5.2413 -0.4230 -1.2531
H -2.5988 0.4585 -2.0414
H -2.2320 -1.8814 -2.5625
H -3.9476 -2.0108 -3.0736
H -5.0141 -2.8049 -0.3368
H -3.4369 -4.3121 -1.2974
H -1.4425 -2.9625 0.5206
H -2.8342 -3.3495 1.5922
H -3.3981 -0.6085 0.9553
H -2.3329 -1.2171 2.3691
H -1.1598 -0.6006 -0.4614
H -0.2932 -1.1366 1.0859
H -1.3929 1.0418 1.9113
H 0.8360 0.9221 2.1047
H 0.9865 0.4575 0.3179
H 2.7313 2.3695 1.9321
H 3.7423 4.6266 1.4813
H 2.5267 6.2926 -0.1082
H 0.2790 5.5355 -1.2092
H -1.6249 3.6798 -0.4825
Al 3.3959 0.8687 2.8130
C 5.7385 0.3855 -1.0254
Br 4.6838 -1.0828 -0.3446
Br 6.3567 0.0544 -2.8236
Br 4.7861 2.0666 -0.8815
H 6.6213 0.4624 -0.3935
C -1.2407 -5.6159 4.8808
N -2.1694 -4.9016 3.9643
O -2.1880 -3.6847 4.0195
O -2.8445 -5.5876 3.2240
H -0.7067 -4.8824 5.4778
H -1.8406 -6.2665 5.5131
H -0.5509 -6.1901 4.2661
C -5.6022 -0.6515 4.1473
O -4.6279 -1.4063 3.4409
H -5.6812 0.3321 3.6869
H -6.5725 -1.1528 4.0947
H -5.3000 -0.5374 5.1925
H -4.5734 -2.2713 3.8629
C 8.4986 3.4878 -0.9712
C 9.3168 2.1945 -1.1978
O 9.4972 1.6131 -0.0079
H 9.0221 4.1919 -0.3201
H 8.3259 3.9937 -1.9295
H 7.5212 3.2739 -0.5332
H 10.2155 2.5134 -1.7643
H 8.7558 1.6314 -1.9688
C -5.2122 1.2125 -5.9431
C -4.6751 0.3589 -4.8124
O -4.3028 -0.9367 -5.3043
H -6.0815 0.7344 -6.4077
H -5.5045 2.1999 -5.5806
H -4.4581 1.3343 -6.7254
H -5.4393 0.2220 -4.0432
H -3.7957 0.8273 -4.3504
H -3.6230 -0.8029 -5.9744
F -2.2590 1.9016 -4.1789
C 6.4726 -3.5225 1.8500
O 6.8928 -4.1886 0.9048
O 5.5030 -3.8438 2.5886
O 6.9450 -2.4099 2.2174
```



Record 4
Density functional theory data (wB97M-V/def2-TZVPD) for C20H39MnN3O6 as an isolated structure at a distorted geometry.

⟨S²⟩: 0.810
ΔE to the lowest compared entry with this formula, charge and spin in kJ/mol: 43.86
Spin multiplicity: 2
Charge: +2
HOMO-LUMO gap (alpha / beta) in eV: 9.74 / 9.75
HOMO (alpha / beta) in eV: -14.23 / -13.98

XYZ file:
```
69
C20H39MnN3O6 | OMol25 | wB97M-V/def2-TZVPD
Mn -0.3891 0.3542 0.6588
C -1.5029 -0.2517 -2.2861
C -2.0320 -1.4027 -1.4809
O -1.2349 -1.4675 -0.2959
C -1.3640 -2.6901 0.4272
C -0.9728 -2.3945 1.8654
O 0.0727 -1.4210 1.9291
C 1.4075 -1.9206 1.7598
C 1.8157 -1.8011 0.3114
O 1.4901 -0.4616 -0.0624
C 2.4151 0.2112 -0.9255
C 2.1806 1.6815 -0.6877
O 0.7831 1.9343 -0.7839
C 0.3218 2.2071 -2.1037
C -1.1788 2.1104 -2.0308
O -1.5561 0.8774 -1.4211
H -2.1141 -0.0858 -3.1771
H -0.4719 -0.4530 -2.5968
H -1.9572 -2.3369 -2.0421
H -3.0745 -1.2345 -1.1976
H -0.7435 -3.4572 -0.0430
H -2.4020 -3.0340 0.4029
H -0.6722 -3.3044 2.3870
H -1.8092 -1.9579 2.4021
H 1.4771 -2.9471 2.1222
H 2.0428 -1.2868 2.3772
H 1.2868 -2.4966 -0.3422
H 2.8880 -1.9743 0.2087
H 2.2333 -0.0914 -1.9604
H 3.4396 -0.0574 -0.6612
H 2.7476 2.3075 -1.3793
H 2.4655 1.9378 0.3323
H 0.7425 1.4885 -2.8140
H 0.6272 3.2097 -2.4149
H -1.6362 2.2124 -3.0176
H -1.5731 2.8917 -1.3811
C -5.5378 0.3889 2.6901
N -4.4447 0.5273 1.7263
C -4.8255 0.8303 0.3498
C -3.1681 0.4954 2.0942
C -2.8453 0.2774 3.5479
O -2.2585 0.6939 1.2595
H -6.4514 0.1864 2.1383
H -5.6781 1.3055 3.2642
H -5.3627 -0.4414 3.3694
H -5.3912 1.7621 0.3207
H -5.4591 0.0309 -0.0354
H -3.9338 0.9260 -0.2606
H -3.3469 1.0201 4.1691
H -1.7704 0.3629 3.6867
H -3.1838 -0.7004 3.8934
N 0.1459 1.7920 1.9662
C 0.1350 2.8322 2.4766
N 0.1226 3.9863 3.0679
C 0.5648 4.1332 4.4733
C -0.6182 4.5315 5.3405
C -1.3023 5.7775 4.7819
C -1.7379 5.5599 3.3338
C -0.5541 5.1551 2.4694
H 1.3324 4.9108 4.4835
H 1.0272 3.1994 4.7867
H -0.2686 4.7011 6.3594
H -1.3304 3.7010 5.3770
H -0.6106 6.6243 4.8290
H -2.1619 6.0432 5.3962
H -2.1861 6.4643 2.9205
H -2.4965 4.7717 3.2897
H 0.1831 5.9600 2.4193
H -0.8439 4.8987 1.4517
```



Record 5
Density functional theory data (wB97M-V/def2-TZVPD) for C20H39N4O8PS as an isolated structure at a distorted geometry.

HOMO-LUMO gap in eV: 8.90
HOMO in eV: -8.81

XYZ file:
```
73
C20H39N4O8PS | OMol25 | wB97M-V/def2-TZVPD
C -4.3383 -3.3202 -0.2947
C -3.0578 -4.1405 -0.1997
C -3.0911 -5.4568 0.2502
C -1.9548 -6.2113 0.3689
C -0.7141 -5.6949 0.0193
C -0.6593 -4.3913 -0.4294
C -1.8110 -3.6198 -0.5358
C -1.5909 -2.1727 -1.0093
O -0.3994 -1.6547 -0.3375
P -0.6653 -1.2796 1.1888
O -1.9046 -0.5341 1.3792
O -0.6695 -2.5543 2.1735
O 0.6451 -0.3920 1.6410
S 2.0433 -1.3040 1.2290
H -4.1735 -2.3416 -0.7498
H -5.1139 -3.8725 -0.8355
H -4.6663 -3.1470 0.7419
H -4.0495 -5.8829 0.5491
H -2.0018 -7.2322 0.7482
H 0.2183 -6.2560 0.0741
H 0.3057 -3.9581 -0.6953
H -2.4575 -1.5349 -0.8314
H -1.3405 -2.1569 -2.0765
H -0.0132 -2.4358 2.8765
H 1.7623 -2.5933 1.5594
C -3.6302 -8.4432 -4.1014
C -2.8396 -7.7857 -2.9954
O -3.3277 -6.9461 -2.2573
N -1.5410 -8.1578 -2.8367
C -0.7826 -9.1283 -3.6026
H -4.6399 -8.0428 -4.0986
H -3.1753 -8.2330 -5.0704
H -3.6830 -9.5213 -3.9421
H -1.0775 -7.6760 -2.0808
H -0.4234 -9.9102 -2.9308
H 0.0791 -8.6317 -4.0526
H -1.3833 -9.5792 -4.3856
C 0.1013 2.4031 0.7010
C 0.2808 3.8975 0.7579
O 1.2080 4.4655 0.1885
N -0.6232 4.6123 1.4674
C -1.7763 4.1278 2.2047
H 0.8968 1.9696 0.1007
H 0.1529 1.9796 1.7021
H -0.8556 2.1543 0.2399
H -0.4414 5.6033 1.4626
H -2.6768 4.5935 1.8002
H -1.6722 4.4178 3.2516
H -1.8708 3.0486 2.1390
C 5.9447 4.3968 -3.0371
C 5.2301 3.0681 -2.9716
O 5.7424 2.0378 -3.3876
N 3.9874 3.0494 -2.4307
C 3.2164 4.1604 -1.8857
H 6.9205 4.2501 -3.4917
H 5.3790 5.1025 -3.6469
H 6.0852 4.8023 -2.0343
H 3.5715 2.1316 -2.4194
H 2.9829 3.9511 -0.8492
H 2.2831 4.2458 -2.4436
H 3.7612 5.0972 -1.9510
C 1.7404 7.0864 2.9963
C 1.2876 7.0099 4.4341
O 0.9672 5.9543 4.9568
N 1.2435 8.1684 5.1465
C 1.5814 9.5086 4.7056
H 1.7227 6.0890 2.5641
H 1.0662 7.7264 2.4238
H 2.7595 7.4705 2.9382
H 0.9325 8.0426 6.0970
H 2.3844 9.8982 5.3339
H 0.7066 10.1517 4.8183
H 1.9017 9.5204 3.6692
```



Record 6
Density functional theory data (wB97M-V/def2-TZVPD) for C20H39N6OPS as an isolated structure at a distorted geometry.

ΔE to the lowest compared entry with this formula, charge and spin in kJ/mol: 163.49
HOMO-LUMO gap in eV: 6.85
HOMO in eV: -7.94

XYZ file:
```
68
C20H39N6OPS | OMol25 | wB97M-V/def2-TZVPD
N -0.0570 1.4068 0.5823
C 0.0158 2.3746 1.4464
C 0.2577 3.8892 1.0481
C 1.0773 4.0077 -0.2752
C 2.5320 4.0750 -0.1249
C 3.3830 4.2113 -1.3430
N 4.7584 4.3002 -1.4788
S 5.0825 4.4239 -3.1095
N 3.5573 4.3695 -3.8287
C 2.7321 4.2626 -2.7095
C 1.2334 4.1612 -2.8105
C 0.3740 4.0237 -1.6214
P -1.4582 3.8979 -1.9687
N -2.4395 3.7515 -0.5469
O -1.6273 2.3862 -2.7469
H -0.1902 0.5565 1.1579
H -0.0577 2.1484 2.5556
H -0.6726 4.5064 1.0978
H 0.9318 4.2871 1.8713
H 2.9832 4.0234 0.8944
H 0.8121 4.1956 -3.8539
H -2.1605 3.0006 0.0902
H -2.5424 4.6530 -0.0801
H -0.8635 1.8449 -2.4629
C 2.9140 0.1525 2.5088
C 2.7208 -1.3542 2.3948
N 3.5931 -2.1195 3.2714
C 3.6259 -3.5424 2.9560
C 2.3320 -4.3402 3.1250
C 3.5228 -1.7956 4.6898
C 2.1623 -1.9082 5.3813
H 3.9597 0.4294 2.3582
H 2.3143 0.6643 1.7530
H 2.5893 0.5301 3.4818
H 2.9389 -1.6269 1.3576
H 1.6600 -1.5908 2.5642
H 4.4156 -4.0235 3.5423
H 3.9518 -3.6470 1.9142
H 2.1019 -4.5206 4.1753
H 2.4420 -5.3202 2.6526
H 1.4764 -3.8498 2.6574
H 3.8842 -0.7706 4.8228
H 4.2480 -2.4066 5.2360
H 1.3581 -1.4513 4.8011
H 2.1994 -1.3921 6.3447
H 1.8964 -2.9442 5.5889
C -2.5005 -3.2915 -4.2802
C -2.6021 -2.6041 -2.9244
N -3.0795 -1.2322 -3.0032
C -2.8965 -0.4840 -1.7662
C -3.6677 -0.9519 -0.5303
C -4.3599 -1.0344 -3.6682
C -5.5741 -1.7852 -3.1169
H -1.8936 -2.7056 -4.9740
H -2.0279 -4.2699 -4.1650
H -3.4826 -3.4567 -4.7284
H -1.5967 -2.6007 -2.4911
H -3.2272 -3.2182 -2.2603
H -3.1245 0.5705 -1.9446
H -1.8270 -0.4979 -1.5201
H -4.7261 -0.6983 -0.5939
H -3.2747 -0.4488 0.3584
H -3.5737 -2.0266 -0.3622
H -4.2427 -1.3111 -4.7211
H -4.5895 0.0351 -3.6980
H -5.3599 -2.8361 -2.9124
H -6.3840 -1.7574 -3.8513
H -5.9579 -1.3247 -2.2069
```



Record 7
Density functional theory data (wB97M-V/def2-TZVPD) for an isolated molecule of C20H39NO2.

SMILES: CCCCCCCC/C=C\CCCCCCCC(=O)NCCO
ΔE to the lowest compared entry with this formula, charge and spin in kJ/mol: 5.07
HOMO-LUMO gap in eV: 9.73
HOMO in eV: -9.09

XYZ file:
```
62
C20H39NO2 | OMol25 | wB97M-V/def2-TZVPD
C -0.5976 -5.8350 -0.7286
C 0.2959 -4.6085 -0.8690
C 0.2588 -3.7388 0.3859
C 1.0515 -2.4386 0.2493
C 2.5623 -2.6493 0.1699
C 3.3068 -1.3189 0.0981
C 4.8212 -1.4949 0.0292
C 5.5446 -0.1503 -0.0962
C 5.3221 0.7126 1.1069
C 4.9980 1.9967 1.1381
C 4.7666 2.9165 -0.0205
C 3.3195 3.4240 -0.0508
C 2.3408 2.2809 -0.2994
C 0.8813 2.7249 -0.2927
C -0.0550 1.5395 -0.5157
C -1.5243 1.9458 -0.4799
C -2.4505 0.7466 -0.6826
C -3.8967 1.1969 -0.7979
O -4.2389 2.1881 -1.4070
N -4.7884 0.3722 -0.1985
C -6.1978 0.6749 -0.1242
C -6.6664 0.6878 1.3338
O -6.4915 -0.5665 1.9521
H -0.2786 -6.4440 0.1146
H -1.6316 -5.5388 -0.5633
H -0.5556 -6.4455 -1.6277
H -0.0330 -4.0164 -1.7264
H 1.3190 -4.9344 -1.0619
H -0.7832 -3.4915 0.6060
H 0.6462 -4.3105 1.2326
H 0.8353 -1.8055 1.1141
H 0.7150 -1.9029 -0.6418
H 2.8957 -3.2063 1.0490
H 2.8079 -3.2424 -0.7127
H 3.0597 -0.7191 0.9769
H 2.9692 -0.7684 -0.7828
H 5.1677 -2.0120 0.9274
H 5.0751 -2.1188 -0.8313
H 6.6188 -0.3393 -0.1958
H 5.2094 0.3530 -1.0029
H 5.4621 0.1928 2.0478
H 4.8686 2.4725 2.1033
H 4.9952 2.4232 -0.9650
H 5.4387 3.7740 0.0792
H 3.0838 3.9041 0.9019
H 3.2158 4.1749 -0.8374
H 2.4862 1.5238 0.4730
H 2.5697 1.8184 -1.2626
H 0.6488 3.1949 0.6657
H 0.7178 3.4703 -1.0742
H 0.1701 1.0819 -1.4822
H 0.1321 0.7875 0.2552
H -1.7310 2.6782 -1.2616
H -1.7511 2.4150 0.4802
H -2.3320 0.0292 0.1313
H -2.1889 0.2459 -1.6189
H -4.4716 -0.3880 0.3836
H -6.3426 1.6541 -0.5851
H -6.7690 -0.0739 -0.6894
H -7.7157 1.0072 1.3816
H -6.0591 1.3865 1.9130
H -7.0553 -1.2127 1.5116
```